17
Properties=species:S:1:pos:R:3:forces:R:3:nbo_charge:R:1 method="wB97M-V/def2-TZVPD" relative_energy_kcal_mol=50.0 homo_ev=-7.868 spin_multiplicity=1 energy_ha=-346.9457 smiles="C/C=C/C=C/O.O"
C 2.6516 -0.1030 -2.1054 0.85 0.31 -0.60 -0.64
C 1.3761 0.0019 -1.3573 -0.15 0.47 -0.04 -0.19
C 1.1295 -0.4755 -0.1488 -0.27 0.00 0.50 -0.20
C -0.1597 -0.2990 0.5589 0.99 -0.96 0.23 -0.35
C -0.4727 -1.1705 1.5245 -0.78 0.79 0.25 0.17
O -1.6244 -1.1691 2.2741 0.14 0.05 -0.05 -0.69
H 2.5267 -0.5702 -3.0845 -0.19 -0.13 0.00 0.21
H 3.0819 0.8866 -2.3487 -0.27 -0.21 0.25 0.21
H 3.4456 -0.6589 -1.5983 -0.28 -0.01 0.20 0.21
H 0.5825 0.5847 -1.8180 0.02 -0.03 -0.18 0.19
H 1.9153 -1.0163 0.3794 -0.14 -0.10 -0.07 0.19
H -0.7946 0.5273 0.2715 -0.24 -0.04 -0.02 0.23
H 0.1568 -1.9678 1.8854 0.27 -0.11 -0.30 0.18
H -2.1494 -0.3829 2.0867 0.08 -0.02 -0.15 0.47
O -2.1829 2.4091 -0.4270 0.04 -0.12 -0.01 -0.94
H -2.8486 2.0268 -1.0085 -0.01 0.08 0.05 0.47
H -2.6584 2.9931 0.1703 -0.06 0.03 -0.04 0.47


98
Properties=species:S:1:pos:R:3:forces:R:3:mulliken_charge:R:1 method="wB97M-V/def2-TZVPD" homo_ev=-7.394 spin_multiplicity=1 energy_ha=-2944.6500
Cd 0.0660 0.2070 -0.2272 -0.14 0.16 -0.05 1.80
C -3.4899 -2.7737 -1.2149 0.05 0.06 -0.14 -0.73
C -3.9971 -2.9139 0.0741 0.03 0.01 0.02 -0.57
C -3.1621 -2.6924 1.1426 0.01 0.12 -0.20 -0.30
C -1.8248 -2.3045 0.9147 -0.46 -0.29 -0.53 0.23
N -1.3703 -2.0967 -0.3336 0.17 0.32 0.33 -0.23
C -2.1771 -2.3514 -1.3505 -0.50 -0.20 -0.38 -0.45
N -1.0305 -2.2323 2.0148 0.73 0.08 0.86 -0.29
C 0.2235 -1.8924 1.9738 -0.60 -0.60 0.10 -0.06
N 0.9494 -1.4358 0.9352 -0.60 0.32 -0.40 -0.94
C 2.2562 -1.3680 1.2842 1.07 0.08 -0.52 -0.34
N 3.2673 -1.0417 0.5455 -0.16 -0.37 1.44 -0.33
C 3.1779 -0.8070 -0.7948 0.18 0.07 -1.05 0.05
C 4.2924 -0.1904 -1.3958 -0.26 0.08 0.01 -0.24
C 4.3079 -0.0015 -2.7594 -0.04 -0.08 -0.07 -0.63
C 3.2448 -0.4813 -3.5162 0.02 0.01 0.04 -0.53
C 2.1919 -1.0761 -2.8425 0.24 0.04 -0.44 -0.48
N 2.1301 -1.2142 -1.5291 0.13 -0.06 0.33 -0.22
C 2.3938 -1.7230 2.7123 -0.53 -0.24 0.54 -0.17
C 3.4632 -1.7729 3.5837 0.07 0.01 -0.14 0.14
C 3.2109 -2.1022 4.9111 0.14 0.02 -0.01 -0.74
C 1.9264 -2.3937 5.3463 -0.10 -0.01 0.10 -0.82
C 0.8532 -2.3756 4.4650 -0.12 -0.05 -0.16 0.18
C 1.1002 -2.0315 3.1518 0.77 0.01 0.19 0.10
H -4.0994 -2.9824 -2.0834 0.04 0.02 -0.04 0.49
H -5.0268 -3.2095 0.2339 0.01 -0.03 0.00 0.43
H -3.5018 -2.8193 2.1570 0.05 -0.02 0.16 0.49
H -1.7525 -2.2139 -2.3396 0.01 0.06 -0.04 0.28
H 5.1103 0.1307 -0.7692 0.06 -0.04 0.08 0.49
H 5.1489 0.4853 -3.2378 0.00 0.00 0.01 0.42
H 3.2384 -0.3883 -4.5924 -0.06 -0.01 -0.03 0.42
H 1.3507 -1.4793 -3.3927 -0.10 0.04 -0.09 0.49
H 4.4660 -1.5661 3.2458 0.12 0.08 -0.09 0.60
H 4.0277 -2.1433 5.6191 0.05 0.03 0.01 0.43
H 1.7627 -2.6440 6.3858 -0.01 -0.02 0.04 0.44
H -0.1468 -2.6204 4.7865 -0.15 -0.02 0.05 0.63
S 1.9057 1.5638 7.8927 -0.17 -0.11 -0.90 0.09
N 0.5439 1.1318 7.1371 -0.55 -0.20 0.11 -0.78
C 0.7510 1.1725 5.8305 0.81 0.22 0.83 0.69
C -0.2001 0.8607 4.8103 -0.43 -0.08 -0.75 1.38
C -1.4986 0.4263 5.0854 0.11 0.05 -0.26 -0.99
C -2.3421 0.1672 4.0294 0.12 0.11 0.16 -1.06
C -1.8801 0.3941 2.7328 -0.31 0.18 0.23 -0.29
N -0.6571 0.8013 2.4579 0.03 0.04 -0.39 0.05
C 0.2001 0.9965 3.4649 -0.56 -0.07 0.63 -1.18
C 1.5705 1.3623 3.1320 0.84 0.29 0.20 -0.15
N 1.9045 1.3803 1.8413 -0.19 -0.05 0.03 0.59
C 3.1290 1.7232 1.5027 0.16 0.19 0.03 -0.26
C 4.1081 2.0890 2.4243 -0.05 -0.03 0.15 -1.61
C 3.7952 2.0598 3.7651 -0.24 -0.07 -0.13 -0.98
C 2.5054 1.6790 4.1408 0.03 -0.01 -0.77 0.44
C 2.0802 1.5812 5.5023 -0.37 -0.13 1.13 1.11
N 2.8121 1.8192 6.5787 0.55 0.21 -0.14 -0.76
H -1.8040 0.3053 6.1135 -0.05 -0.04 0.09 0.51
H -3.3445 -0.1916 4.1983 -0.13 -0.02 -0.05 0.52
H -2.5329 0.2683 1.8782 -0.04 -0.09 -0.06 0.50
H 3.3361 1.7326 0.4410 0.08 0.01 -0.07 0.64
H 5.0866 2.3873 2.0867 0.13 0.01 -0.07 0.54
H 4.5065 2.3282 4.5316 0.10 0.00 0.04 0.54
C -5.4922 4.2979 -0.4065 0.12 -0.07 -0.19 -1.06
C -4.6602 3.6037 -1.4867 -0.08 0.38 0.23 -0.92
N -4.3394 2.2142 -1.2143 -0.06 -0.09 -0.10 0.52
C -5.1995 1.2408 -1.8588 -0.12 -0.24 0.05 -0.15
C -6.6232 1.2335 -1.3008 0.23 -0.02 -0.14 -1.35
C -3.1997 1.8558 -0.5503 -0.04 0.31 0.03 0.48
C -2.4744 2.9301 0.2069 0.09 -0.03 -0.06 0.16
N -2.6931 0.6869 -0.4709 0.43 -0.85 0.18 0.22
H -5.7986 5.2750 -0.7731 -0.06 0.14 0.04 0.39
H -4.9191 4.4397 0.5048 0.02 0.03 0.08 0.29
H -6.3807 3.7235 -0.1634 -0.09 -0.02 0.03 0.27
H -3.7371 4.1691 -1.6401 -0.14 -0.07 -0.12 0.34
H -5.2176 3.6319 -2.4279 0.12 -0.03 0.01 0.47
H -4.7854 0.2415 -1.7145 -0.01 0.15 -0.13 0.03
H -5.2296 1.4379 -2.9379 0.08 -0.08 0.07 0.36
H -6.6000 1.0994 -0.2209 -0.05 0.01 0.07 0.33
H -7.1723 0.4056 -1.7434 -0.11 -0.06 -0.02 0.43
H -7.1562 2.1518 -1.5363 -0.05 0.06 0.02 0.33
H -3.1233 3.3969 0.9440 -0.03 0.08 0.03 0.44
H -2.0831 3.6954 -0.4592 0.08 0.10 -0.01 0.35
H -1.6404 2.4537 0.7142 0.00 0.13 0.01 -1.28
H -3.1782 -0.0442 -0.9832 -0.02 0.14 0.00 -0.61
C 2.1645 5.5837 -0.7468 0.03 0.08 -0.26 -0.83
C 1.6765 4.7558 0.2750 -0.16 -0.15 0.21 -0.75
C 1.0748 3.5654 -0.0265 -0.08 0.18 0.20 -0.15
C 0.9614 3.1003 -1.3558 0.10 0.14 -0.14 2.11
C 0.4253 1.8138 -1.6580 -0.15 -0.33 -0.02 -1.60
C 0.3097 1.4889 -2.9917 -0.16 -0.06 0.30 0.29
C 0.7412 2.3432 -4.0214 0.06 0.17 -0.21 -0.93
C 1.3014 3.5531 -3.7321 -0.05 -0.14 -0.14 -0.96
C 1.4214 3.9665 -2.3901 -0.06 -0.19 0.22 0.90
C 2.0130 5.2032 -2.0505 0.14 0.20 0.09 -0.76
H 2.6436 6.5206 -0.4944 0.00 0.04 -0.05 0.39
H 1.7776 5.0712 1.3052 -0.05 -0.02 0.08 0.50
H 0.6759 2.9463 0.7650 0.02 0.01 -0.06 0.44
H -0.1198 0.5354 -3.2808 0.04 -0.03 -0.02 0.51
H 0.6521 2.0150 -5.0485 -0.02 0.03 -0.10 0.43
H 1.6688 4.2016 -4.5157 0.01 0.05 -0.08 0.38
H 2.3619 5.8468 -2.8471 0.04 0.03 -0.09 0.40